## a
14
Properties=species:S:1:pos:R:3:mulliken_charge:R:1 method="wB97M-V/def2-TZVPD" e_lumo_ha="-0.0009 / -0.0009" orbital_gap_ev="7.4 / 7.4" e_homo_ev="-7.40 / -7.40"
H 1.298 -0.319 -1.952 0.331
H 0.193 0.026 2.682 0.380
C -0.247 -0.101 1.711 -0.367
H 0.086 0.152 -2.791 0.486
H 0.498 1.775 0.784 0.400
C -0.522 -1.420 1.378 -0.257
C -0.804 -1.709 0.151 0.060
C 0.585 0.794 0.528 -0.843
C 0.249 -0.301 -1.911 -0.922
H -1.141 0.983 -0.931 0.331
B -0.478 -1.482 -1.207 -0.028
H -1.175 0.484 1.706 0.270
H 1.571 0.499 0.559 0.324
C -0.113 0.619 -0.707 -0.165

=====

## b
14
Properties=species:S:1:pos:R:3:mulliken_charge:R:1 method="wB97M-V/def2-TZVPD" e_lumo_ha="-0.0661 / -0.0660" orbital_gap_ev="7.3 / 7.3" e_homo_ev="-9.10 / -9.10"
C 1.136 1.633 0.578 -0.967
C -0.425 -0.554 1.004 -0.149
H 0.864 1.667 1.642 0.310
H 2.196 1.920 0.301 0.297
C 0.024 -0.501 -0.939 0.567
C -1.751 0.956 2.618 -0.459
H 0.694 2.451 0.171 0.398
H 0.482 -1.284 -2.613 0.306
C -0.987 0.273 1.940 -0.234
H -1.382 -1.267 -2.330 0.281
H -0.694 -1.543 1.129 0.521
B 0.542 0.294 0.056 -0.126
C -0.347 -1.445 -1.893 -1.064
H -0.350 -2.600 -1.665 0.319

=====

Of them, the most stable is a and the least stable is b.

=====

## a
11
Properties=species:S:1:pos:R:3:mulliken_charge:R:1 method="wB97M-V/def2-TZVPD" e_lumo_ha="-0.0210 / -0.0178" orbital_gap_ev="7.2 / 7.4" e_homo_ev="-7.74 / -7.91"
H 1.262 0.315 1.019 0.280
H -0.360 -1.965 0.495 0.299
C 0.317 0.273 -0.787 0.106
H -1.751 -0.978 0.778 0.297
H -0.391 -1.160 2.088 0.315
C 0.168 0.213 0.706 -0.256
C -0.614 -1.031 1.058 -0.972
H -0.119 1.162 0.952 0.344
F 0.489 -0.778 -1.519 -0.116
N 0.484 2.153 -1.755 -0.163
F 0.517 1.797 -3.036 -0.135

=====

## b
11
Properties=species:S:1:pos:R:3:mulliken_charge:R:1 method="wB97M-V/def2-TZVPD" e_lumo_ha=-0.0342 orbital_gap_ev=8.2 e_homo_ev=-9.15
H 0.371 -1.360 -1.711 0.224
C -0.755 0.949 0.503 0.619
F 0.875 -0.612 1.976 -0.802
H 1.296 0.930 0.526 0.306
H 0.648 -1.382 0.179 0.337
H -1.065 -1.895 -0.430 0.221
H 0.537 2.039 -0.893 0.266
F -1.858 1.158 1.120 -0.162
C 0.471 1.277 -0.134 -0.404
N -0.419 0.134 -0.498 -0.061
C -0.102 -1.239 -0.640 -0.544

=====

Of them, the most stable is b and the least stable is a.